This record from OMol25 describes a structure of composition C18H23As2CdF6N2O4S6Sb. The level of theory is the ωB97M-V functional and the def2-TZVPD basis.

Calculated total energy (eV): -244309.534
Charge: -2
Relative energy (zero: lowest compared OMol25 entry of this formula, charge and spin) (eV): 0.277
Orbital gap (eV): 5.210

Each line ends with the Mulliken charge.
Element x y z (Å)
Cd  -1.130  0.796  2.710  1.936
C  0.168  -4.220  -0.143  -1.547
As  0.734  -2.373  0.266  0.940
C  2.343  -2.880  1.260  -1.040
C  1.614  -1.958  -1.462  -0.440
C  2.056  -2.975  -2.307  -0.365
C  2.615  -2.701  -3.547  -0.770
C  2.741  -1.384  -3.959  -0.691
C  2.322  -0.360  -3.121  -0.293
C  1.761  -0.621  -1.870  0.184
As  1.190  0.863  -0.682  0.884
C  1.587  2.373  -1.883  -1.462
C  2.846  0.990  0.354  -0.743
H  1.000  -4.901  -0.327  0.510
H  -0.506  -4.218  -1.001  0.358
H  -0.381  -4.569  0.734  0.371
H  2.954  -3.576  0.682  0.360
H  2.037  -3.338  2.202  0.406
H  2.909  -1.985  1.507  0.216
H  1.961  -4.008  -1.996  0.243
H  2.946  -3.512  -4.186  0.377
H  3.167  -1.150  -4.928  0.366
H  2.436  0.663  -3.456  0.294
H  2.631  2.386  -2.200  0.427
H  1.385  3.278  -1.310  0.267
H  0.933  2.354  -2.756  0.392
H  3.713  0.958  -0.308  0.354
H  2.871  0.180  1.080  -0.029
H  2.818  1.931  0.900  0.343
F  1.623  6.070  3.327  -0.218
C  0.632  6.054  2.430  0.446
F  -0.498  6.416  3.040  -0.235
F  0.909  6.965  1.488  -0.232
S  0.484  4.367  1.704  1.218
O  1.727  4.186  1.018  -0.702
O  0.143  3.525  2.817  -0.708
N  -0.694  4.602  0.685  -0.401
S  -2.098  3.919  0.802  0.933
O  -2.055  2.517  1.153  -0.798
O  -3.116  4.737  1.385  -0.664
C  -2.521  3.876  -0.989  0.574
F  -3.732  3.325  -1.136  -0.241
F  -2.553  5.100  -1.520  -0.253
F  -1.645  3.140  -1.680  -0.144
S  1.412  -2.996  5.686  -0.776
Sb  -0.150  -2.049  4.291  0.104
S  -2.838  0.260  4.414  -0.602
S  1.041  -0.146  3.262  -0.699
S  -1.545  -0.646  5.807  -0.314
C  -3.139  -3.546  -1.913  -1.732
C  -2.843  -2.455  -0.921  1.116
C  -3.045  -2.639  0.437  -0.594
C  -2.730  -1.620  1.321  -0.543
N  -2.240  -0.446  0.920  0.214
C  -2.085  -0.247  -0.388  -0.754
C  -2.361  -1.220  -1.333  -0.788
H  -3.047  -4.529  -1.450  0.384
H  -2.455  -3.498  -2.761  0.381
H  -4.156  -3.452  -2.299  0.418
H  -3.414  -3.584  0.818  0.402
H  -2.857  -1.733  2.392  0.396
H  -1.694  0.718  -0.677  0.612
H  -2.182  -1.017  -2.383  0.353

This record from OMol25 describes a structure of composition C31H20F3N4OPPdS in a non-equilibrium geometry. The level of theory is the ωB97M-V functional and the def2-TZVPD basis.

Calculated total energy (eV): -72223.725
Charge: +1
Relative energy (zero: lowest compared OMol25 entry of this formula, charge and spin) (eV): 1.911
2S+1: 2
Expectation value of S²: 0.8226
Orbital gap (spin up / spin down) (eV): 5.290 / 5.148

Each line ends with the Mulliken spin population.
Element x y z (Å)
Pd  0.558  0.773  -0.343  0.736
O  2.557  2.600  -0.983  0.014
N  2.694  1.222  -0.820  0.043
C  3.700  0.901  -0.101  0.058
C  4.055  -0.456  0.262  -0.019
C  5.397  -0.681  0.594  0.012
C  5.864  -1.947  0.883  -0.005
C  5.003  -3.034  0.839  0.011
C  3.669  -2.837  0.519  -0.006
C  3.180  -1.561  0.256  -0.011
P  1.392  -1.412  0.016  0.217
C  1.008  -2.504  -1.371  0.005
C  1.747  -2.302  -2.539  0.017
C  1.461  -3.043  -3.672  -0.012
C  0.430  -3.974  -3.645  0.026
C  -0.303  -4.176  -2.485  -0.013
C  -0.024  -3.440  -1.343  0.027
C  0.517  -1.986  1.486  -0.014
C  1.122  -2.551  2.603  0.014
C  0.338  -2.941  3.678  -0.006
C  -1.036  -2.764  3.641  0.012
C  -1.638  -2.159  2.544  -0.003
C  -0.863  -1.755  1.473  0.027
H  2.324  2.741  -1.911  0.000
H  4.385  1.696  0.195  0.001
H  6.079  0.158  0.599  0.001
H  6.906  -2.091  1.132  0.000
H  5.368  -4.026  1.065  0.000
H  2.993  -3.682  0.470  0.004
H  2.543  -1.566  -2.546  0.000
H  2.033  -2.889  -4.577  0.000
H  0.198  -4.544  -4.534  0.001
H  -1.102  -4.905  -2.471  0.000
H  -0.590  -3.600  -0.436  0.002
H  2.195  -2.684  2.637  0.002
H  0.803  -3.382  4.549  0.000
H  -1.642  -3.082  4.477  0.001
H  -2.707  -1.997  2.534  0.000
H  -1.311  -1.256  0.619  0.001
N  0.917  5.975  0.483  0.006
C  0.955  4.972  1.060  -0.003
N  0.980  3.859  1.727  0.011
C  0.613  2.682  1.566  0.001
N  0.298  1.533  1.595  0.017
S  0.882  0.610  -3.771  -0.090
C  0.042  1.195  -2.559  -0.117
F  -6.592  5.577  1.217  0.000
C  -6.758  4.479  0.475  0.001
F  -7.543  3.633  1.163  0.000
F  -7.439  4.833  -0.627  0.000
C  -5.451  3.827  0.114  -0.008
C  -4.237  4.388  0.495  0.001
C  -3.058  3.801  0.099  -0.002
C  -3.080  2.630  -0.691  0.010
C  -4.326  2.043  -1.023  -0.006
C  -5.493  2.651  -0.637  0.002
C  -1.913  2.074  -1.177  -0.020
C  -0.975  1.503  -1.772  0.056
H  -4.229  5.283  1.101  0.000
H  -2.105  4.236  0.370  -0.001
H  -4.339  1.127  -1.597  0.000
H  -6.452  2.225  -0.901  0.000

This record from OMol25 describes the ion C3H9NOP with charge +1 in a non-equilibrium geometry. The level of theory is the ωB97M-V functional and the def2-TZVPD basis.

Calculated total energy (eV): -16074.295
Charge: +1
Relative energy (zero: lowest compared OMol25 entry of this formula, charge and spin) (eV): 1.607
Orbital gap (eV): 9.501

Each line ends with the Mulliken charge.
Element x y z (Å)
C  0.943  1.995  -0.200  -0.646
C  0.755  0.777  -0.586  -0.289
C  0.028  -0.193  0.232  -0.204
N  0.481  -1.646  0.047  -0.318
O  -2.315  0.913  0.441  -0.405
P  -1.909  -0.324  -0.513  0.210
H  1.276  2.662  -0.975  0.277
H  0.794  2.096  0.905  0.264
H  0.947  0.618  -1.582  0.336
H  -0.132  -0.074  1.387  0.354
H  0.764  -1.757  -0.978  0.387
H  -0.214  -2.365  -0.041  0.358
H  1.197  -1.889  0.639  0.297
H  -3.238  1.084  0.495  0.335
H  -2.226  -1.575  0.431  0.044